Formula: C6H13Cl
Source: OMol25
Level of theory: the ωB97M-V functional and the def2-TZVPD basis

XYZ file:
```
20
Properties=species:S:1:pos:R:3:forces:R:3
C -0.945 0.928 -1.717 1.502 -1.952 0.882
C -0.990 1.907 0.627 -1.190 -1.226 0.105
C 1.952 -1.390 -0.156 1.209 1.231 -3.483
C -0.348 -1.993 0.978 0.884 2.436 0.963
C -0.599 1.964 -0.769 1.552 4.274 -1.878
C 0.862 -1.064 0.729 0.178 -0.644 1.134
Cl 1.623 -0.088 2.054 -1.275 -0.741 -0.218
H -0.372 0.025 -1.315 -0.327 0.447 -0.940
H -0.759 1.042 -2.785 0.006 0.273 0.291
H -1.930 0.621 -1.491 -1.606 -0.396 -0.324
H -1.768 1.120 0.745 0.508 0.223 0.234
H -1.403 2.785 1.062 -0.557 1.191 -0.071
H -0.170 1.710 1.271 0.883 -0.633 0.689
H 1.577 -1.758 -1.172 0.544 -0.030 1.420
H 2.518 -0.439 -0.425 -0.829 -0.746 0.179
H 2.805 -1.957 0.223 -0.425 -0.730 0.247
H -0.259 -2.274 2.027 -0.064 -0.747 -0.035
H -0.486 -2.827 0.275 0.229 0.525 0.269
H -1.181 -1.273 1.019 -0.340 -0.657 -0.417
H -0.126 2.962 -1.180 -0.882 -2.098 0.952
```
Forces are in eV/Å.

The calculation puts the gap between HOMO and LUMO (spin up / spin down) at 8.80 / 7.21 eV. The largest force on an atom is 0.09566 Eh/bohr. For the total energy, the calculation gives -18951.0401 eV. As for the energy relative to the best compared isomer or geometry (same formula, charge and spin): 68.4 kcal per mole. As for the charge: 0. The value obtained for the highest occupied orbital energy (spin up / spin down) is -7.905 / -6.967 eV.